Entry 1:
Here is 16 unconnected molecules or ions with the total composition C59H158N11O21 in a non-equilibrium geometry from the Open Molecules 2025 dataset. Energies are from ωB97M-V/def2-TZVPD.

- Charge: -1
- ΔE to the lowest compared entry with this formula, charge and spin: 790.8 kJ/mol

Geometry (Å):
C  -2.453  -1.398  -0.516
C  -1.818  0.035  -0.452
C  -1.254  0.172  0.984
C  -0.116  -0.834  1.350
C  1.001  -0.694  0.296
C  0.613  -0.575  -1.241
N  -0.671  0.238  -1.410
O  -1.178  0.388  -2.755
C  0.705  -2.024  -1.838
C  1.802  0.214  -1.913
C  -2.892  1.248  -0.491
H  -2.668  -1.652  -1.554
H  -3.370  -1.719  -0.022
H  -1.766  -2.170  -0.169
H  -2.056  0.015  1.706
H  -0.897  1.192  1.126
H  -0.573  -1.803  1.551
H  0.254  -0.517  2.326
H  1.732  -1.477  0.500
H  1.437  0.261  0.592
H  -0.232  -2.569  -1.727
H  1.607  -2.524  -1.485
H  1.044  -2.015  -2.874
H  1.659  0.249  -2.993
H  2.682  -0.371  -1.645
H  1.814  1.247  -1.564
H  -2.360  2.186  -0.654
H  -3.560  1.347  0.364
H  -3.456  1.228  -1.424
C  2.430  -6.056  -4.326
C  2.043  -5.389  -2.992
C  1.353  -6.427  -2.038
O  0.735  -5.864  -0.850
C  -0.659  -5.698  -0.869
N  3.260  -4.859  -2.423
H  1.630  -6.224  -5.046
H  2.819  -7.073  -4.279
H  3.101  -5.392  -4.871
H  1.430  -4.513  -3.207
H  2.020  -7.247  -1.770
H  0.620  -6.934  -2.665
H  -0.752  -5.204  -1.836
H  -0.994  -4.948  -0.153
H  -1.209  -6.639  -0.833
H  3.949  -5.595  -2.351
H  3.085  -4.796  -1.431
C  -0.875  -3.008  4.312
C  -2.202  -3.775  4.230
C  -2.755  -3.935  2.776
O  -4.020  -4.672  2.836
C  -4.486  -5.283  1.644
N  -1.770  -5.112  4.589
H  -1.084  -1.942  4.406
H  -0.269  -3.166  3.420
H  -0.374  -3.282  5.240
H  -2.915  -3.543  5.021
H  -2.073  -4.467  2.112
H  -2.895  -2.932  2.371
H  -4.452  -4.580  0.811
H  -5.510  -5.641  1.750
H  -3.859  -6.154  1.457
H  -2.500  -5.776  4.374
H  -0.964  -5.365  4.035
C  2.419  3.680  7.348
C  2.807  2.460  6.559
C  3.164  2.799  5.065
O  2.165  3.334  4.234
C  1.179  2.364  3.865
N  4.065  1.975  7.191
H  1.399  3.925  7.052
H  3.174  4.463  7.272
H  2.408  3.534  8.428
H  2.079  1.650  6.539
H  3.520  1.897  4.568
H  3.926  3.572  4.966
H  0.412  2.880  3.288
H  0.738  1.835  4.709
H  1.630  1.699  3.127
H  3.935  1.974  8.192
H  4.870  2.573  7.064
C  2.418  -7.105  2.245
C  2.441  -5.551  2.461
C  3.573  -4.942  1.625
O  3.250  -3.574  1.662
C  4.200  -2.672  1.150
N  1.104  -5.176  1.915
H  3.383  -7.581  2.420
H  2.163  -7.340  1.212
H  1.715  -7.658  2.869
H  2.550  -5.215  3.492
H  3.538  -5.238  0.577
H  4.577  -5.188  1.971
H  5.205  -2.976  1.440
H  4.079  -1.647  1.503
H  4.150  -2.543  0.069
H  1.093  -5.386  0.927
H  1.214  -4.175  1.843
C  -6.483  0.358  1.737
C  -6.750  0.433  0.181
C  -7.787  -0.617  -0.331
O  -7.647  -1.975  0.185
C  -6.480  -2.752  -0.053
N  -7.017  1.855  -0.042
H  -7.311  0.585  2.409
H  -5.887  1.217  2.046
H  -6.006  -0.539  2.130
H  -5.869  0.207  -0.419
H  -7.872  -0.604  -1.418
H  -8.710  -0.198  0.070
H  -5.620  -2.309  0.448
H  -6.316  -2.720  -1.130
H  -6.721  -3.752  0.308
H  -7.828  2.116  0.500
H  -6.277  2.399  0.378
C  -2.452  1.318  3.893
C  -2.858  1.633  5.367
C  -2.390  0.491  6.355
O  -1.019  0.135  6.180
C  -0.553  -0.850  7.060
N  -2.202  2.914  5.645
H  -1.431  0.967  3.744
H  -2.695  2.056  3.128
H  -3.002  0.425  3.595
H  -3.948  1.610  5.366
H  -3.031  -0.378  6.211
H  -2.441  0.779  7.405
H  -0.451  -0.481  8.081
H  0.362  -1.269  6.642
H  -1.253  -1.666  7.242
H  -1.333  2.594  6.049
H  -2.592  3.265  6.508
C  9.083  2.533  -0.990
C  8.857  1.860  -2.321
C  7.509  2.148  -3.132
O  6.441  1.550  -2.462
C  5.171  1.956  -3.009
N  10.028  2.172  -3.173
H  8.360  2.232  -0.232
H  8.944  3.600  -1.163
H  10.060  2.405  -0.526
H  8.919  0.800  -2.076
H  7.678  1.697  -4.110
H  7.468  3.236  -3.165
H  4.439  1.536  -2.319
H  4.917  1.559  -3.991
H  4.935  3.018  -3.083
H  10.838  1.874  -2.649
H  10.001  3.180  -3.235
C  3.871  2.007  0.784
C  4.989  3.008  1.016
C  4.656  4.382  0.396
O  5.582  5.357  0.808
C  5.444  6.628  0.244
N  5.278  3.116  2.444
H  3.893  1.306  1.618
H  3.863  1.510  -0.186
H  2.883  2.460  0.859
H  5.945  2.733  0.572
H  3.653  4.669  0.711
H  4.723  4.229  -0.681
H  6.133  7.260  0.804
H  4.467  7.094  0.366
H  5.607  6.522  -0.829
H  4.499  3.582  2.886
H  5.895  3.914  2.501
C  2.771  6.947  2.803
C  1.471  6.953  2.007
C  0.804  5.500  1.854
O  0.016  5.551  0.690
C  -0.575  4.304  0.269
N  0.579  7.933  2.610
H  2.642  6.448  3.763
H  3.213  7.942  2.857
H  3.530  6.395  2.249
H  1.658  7.325  0.999
H  0.233  5.234  2.744
H  1.551  4.721  1.703
H  -0.767  3.643  1.115
H  0.142  3.878  -0.433
H  -1.515  4.509  -0.242
H  -0.266  7.796  2.074
H  0.256  7.750  3.550
C  -4.481  5.103  -3.498
C  -3.575  4.213  -4.292
C  -2.069  4.210  -3.893
O  -1.327  3.055  -4.268
C  0.094  3.227  -3.910
N  -4.056  2.889  -4.032
H  -4.366  6.135  -3.830
H  -4.206  4.921  -2.459
H  -5.531  4.854  -3.655
H  -3.705  4.195  -5.374
H  -2.004  4.344  -2.813
H  -1.712  5.130  -4.355
H  0.269  3.584  -2.895
H  0.590  3.795  -4.697
H  0.681  2.334  -4.124
H  -4.943  2.894  -4.516
H  -4.213  2.790  -3.039
C  -1.070  -2.754  -5.149
C  -1.504  -2.947  -6.613
O  -1.353  -1.749  -7.295
O  -1.988  -1.914  -4.478
H  -0.092  -2.289  -5.025
H  -1.099  -3.756  -4.722
H  -2.543  -3.275  -6.577
H  -0.924  -3.736  -7.093
H  -1.417  -2.037  -8.209
H  -1.722  -1.971  -3.557
C  -4.846  6.027  0.438
C  -4.271  4.738  0.925
O  -5.206  3.774  1.340
O  -6.049  5.722  -0.329
H  -4.106  6.642  -0.074
H  -5.231  6.577  1.297
H  -3.573  4.831  1.757
H  -3.713  4.286  0.105
H  -5.063  3.581  2.270
H  -6.366  4.834  -0.153
C  6.240  -2.268  -3.448
C  4.895  -1.621  -3.379
O  3.809  -2.312  -4.005
O  6.598  -2.424  -4.768
H  6.229  -3.243  -2.960
H  7.082  -1.742  -2.999
H  4.921  -0.718  -3.989
H  4.848  -1.350  -2.324
H  3.778  -3.192  -3.622
H  5.795  -2.555  -5.277
C  -3.179  -6.272  -3.300
C  -3.531  -4.798  -2.882
O  -4.752  -4.659  -2.117
O  -1.946  -6.433  -3.976
H  -3.988  -6.663  -3.917
H  -3.239  -7.098  -2.592
H  -3.603  -4.135  -3.744
H  -2.691  -4.405  -2.309
H  -5.479  -5.090  -2.573
H  -1.860  -7.356  -4.227
C  -5.900  -1.123  -5.635
C  -5.486  -1.183  -4.175
O  -4.770  -0.070  -3.786
O  -4.741  -1.078  -6.461
H  -6.525  -0.271  -5.903
H  -6.611  -1.903  -5.907
H  -4.881  -2.059  -3.942
H  -6.410  -1.175  -3.597
H  -5.337  0.498  -3.260
H  -4.905  -1.593  -7.255

Cartesian forces (eV/Å) of the 3 atoms listed first:
0.02 -0.31 -1.17
0.31 0.13 1.48
0.49 -0.90 0.21

Löwdin atomic charge list, values in e, 2 entries: -0.03, -0.42

Entry 2:
Here is a single C17H21BCl2N2O4 molecule in a non-equilibrium geometry from the Open Molecules 2025 dataset. Energies are from ωB97M-V/def2-TZVPD.

- SMILES: C=CC(=O)N1CCCC[C@@H]1C(=O)N[C@@H](Cc1ccc(Cl)cc1Cl)B(O)O

Geometry (Å):
C  2.081  2.711  2.258
C  2.068  3.109  0.993
C  1.080  2.611  0.022
O  0.052  3.248  -0.165
N  1.340  1.486  -0.769
C  0.449  1.182  -1.906
C  1.090  0.351  -3.013
C  2.587  0.229  -2.747
C  2.834  -0.466  -1.420
C  2.208  0.374  -0.280
C  1.459  -0.513  0.683
O  1.689  -0.488  1.852
N  0.512  -1.370  0.147
C  -0.175  -2.336  1.023
C  -1.041  -1.600  2.036
C  -2.027  -0.561  1.481
C  -1.560  0.562  0.812
C  -2.440  1.542  0.381
C  -3.790  1.451  0.550
Cl  -4.816  2.794  0.261
C  -4.289  0.266  1.062
C  -3.421  -0.699  1.556
Cl  -4.066  -2.049  2.361
B  -0.867  -3.385  0.004
O  -2.119  -3.949  0.240
O  -0.214  -3.685  -1.175
H  2.889  2.970  2.940
H  1.408  1.939  2.595
H  2.842  3.784  0.651
H  0.198  2.162  -2.338
H  -0.469  0.766  -1.499
H  0.659  -0.672  -3.087
H  0.865  0.763  -3.996
H  3.094  -0.294  -3.576
H  3.068  1.216  -2.785
H  3.929  -0.616  -1.268
H  2.402  -1.490  -1.414
H  2.998  0.844  0.314
H  0.311  -1.462  -0.845
H  0.594  -2.928  1.502
H  -1.539  -2.323  2.660
H  -0.365  -1.055  2.695
H  -0.524  0.760  0.747
H  -2.057  2.430  -0.077
H  -5.375  0.137  1.201
H  -2.663  -3.546  0.984
H  -0.891  -4.200  -1.651

Cartesian forces (eV/Å) of the 3 atoms listed first:
0.44 -0.50 -0.18
0.89 -0.52 0.89
-1.05 -0.23 -1.54

natural (NBO) atomic charge list, values in e, 2 entries: -0.33, -0.30

Entry 3:
Here is a molecular structure, C8H28B2KO4 in a non-equilibrium geometry from the Open Molecules 2025 dataset. Energies are from ωB97M-V/def2-TZVPD.

- Charge: -1
- ΔE to the lowest compared entry with this formula, charge and spin: 1373.8 kJ/mol

Geometry (Å):
K  1.353  8.712  22.292
B  2.407  8.381  24.310
H  2.727  7.651  23.582
H  1.457  8.809  24.028
H  2.274  7.905  25.269
H  3.166  9.137  24.434
B  0.922  10.692  23.022
H  1.116  10.502  21.978
H  0.047  10.121  23.292
H  1.774  10.432  23.630
H  0.763  11.756  23.101
C  0.231  4.949  18.859
O  0.404  5.199  20.277
C  1.708  5.031  20.794
C  1.761  5.435  22.280
O  1.065  6.696  22.614
C  0.864  6.844  24.078
H  1.041  5.367  18.261
H  -0.789  5.263  18.637
H  0.093  3.869  18.802
H  2.394  5.625  20.190
H  2.051  4.009  20.632
H  2.745  5.569  22.730
H  1.212  4.709  22.880
H  0.667  7.871  24.386
H  1.660  6.482  24.728
H  -0.074  6.321  24.265
C  -1.211  7.140  21.076
O  -0.188  8.177  21.048
C  0.152  8.573  19.707
C  1.198  9.598  19.645
O  2.212  9.145  20.624
C  3.453  9.782  20.431
H  -2.152  7.595  20.767
H  -1.281  6.724  22.080
H  -0.939  6.276  20.470
H  -0.750  8.910  19.196
H  0.496  7.683  19.179
H  0.919  10.563  20.066
H  1.517  9.742  18.612
H  3.322  10.864  20.465
H  3.881  9.437  19.491
H  4.041  9.495  21.303

Cartesian forces (eV/Å) of the 3 atoms listed first:
0.40 -1.45 3.17
2.83 1.70 2.77
1.79 -2.73 -2.26

Löwdin atomic charge list, values in e, 2 entries: 0.86, -0.56

Entry 4:
Here is a molecular structure, C18H41CaCl6CsIN2O11S2 in a non-equilibrium geometry from the Open Molecules 2025 dataset. Energies are from ωB97M-V/def2-TZVPD.

- Charge: +1

Geometry (Å):
C  -3.875  2.583  2.315
C  -3.438  1.166  2.731
O  -3.036  0.396  1.599
C  -1.591  0.174  1.608
C  -0.914  1.477  1.288
C  0.545  1.321  0.900
C  0.838  0.392  -0.270
C  1.037  0.998  -1.678
C  0.250  2.180  -2.178
Cl  -1.502  1.704  -2.374
O  0.508  3.462  -1.748
C  -0.070  4.322  -2.744
O  -0.489  5.392  -2.553
O  0.040  3.674  -3.913
C  0.729  2.425  -3.681
S  2.460  2.818  -3.862
I  0.088  1.031  -5.197
H  -3.110  3.286  2.617
H  -3.885  2.609  1.232
H  -4.854  2.846  2.691
H  -4.312  0.665  3.195
H  -2.594  1.301  3.453
H  -1.369  -0.615  0.905
H  -1.265  -0.184  2.598
H  -1.496  2.065  0.590
H  -0.900  2.073  2.202
H  1.019  2.303  0.769
H  1.034  0.874  1.767
H  1.785  -0.086  -0.036
H  0.112  -0.409  -0.379
H  2.095  1.177  -1.816
H  0.755  0.205  -2.360
H  2.386  4.183  -3.932
C  -1.927  -3.029  -3.498
C  -1.990  -1.772  -2.634
C  -2.975  -0.763  -3.201
O  -0.693  -1.203  -2.531
H  -1.571  -2.801  -4.533
H  -1.229  -3.726  -3.058
H  -2.906  -3.517  -3.565
H  -2.287  -2.052  -1.624
H  -2.666  -0.441  -4.199
H  -3.003  0.120  -2.571
H  -3.982  -1.180  -3.264
H  -0.395  -0.927  -3.409
N  -1.842  -4.421  -6.854
H  -2.184  -3.477  -7.082
H  -1.614  -4.920  -7.724
H  -0.918  -4.357  -6.197
H  -2.574  -4.939  -6.351
Cl  -2.576  3.572  -1.033
Ca  -0.400  -4.761  -4.135
O  3.916  -1.953  1.599
S  2.622  -2.491  1.860
O  1.584  -1.650  2.366
O  2.759  -3.771  2.769
C  3.518  -3.646  4.002
C  2.724  -2.978  5.104
C  2.054  -3.275  0.392
H  4.452  -3.119  3.808
H  3.773  -4.663  4.286
H  2.538  -1.930  4.877
H  3.272  -3.032  6.043
H  1.757  -3.466  5.227
H  2.835  -3.937  0.027
H  1.869  -2.476  -0.325
H  1.138  -3.824  0.592
C  5.613  0.511  -0.003
N  5.959  0.691  -1.440
O  6.869  1.433  -1.720
O  5.289  0.064  -2.239
H  6.277  1.120  0.597
H  4.581  0.822  0.122
H  5.729  -0.542  0.227
Cl  0.766  4.284  0.495
O  2.944  6.068  -3.145
H  2.268  6.592  -3.604
Cs  -3.059  -0.377  4.457
C  -4.735  2.550  9.486
Cl  -5.475  1.188  8.630
Cl  -4.219  2.068  11.092
Cl  -3.383  3.201  8.556
H  -5.481  3.326  9.585

Cartesian forces (eV/Å) of the 3 atoms listed first:
0.51 -0.61 -0.40
-1.21 4.55 -3.74
0.55 -0.95 1.53

Löwdin atomic charge list, values in e, 2 entries: -0.03, -0.70

| no. | HOMO level (eV) | Kohn-Sham gap (eV) | electronic energy (Eh) |
| --- | --- | --- | --- |
| 1 | -1.90 | 3.660 | -4524.50118 |
| 2 | -9.02 | 9.369 | -2016.22294 |
| 3 | -3.39 | 5.577 | -1271.56863 |
| 4 | -8.42 | 2.655 | -6199.56981 |